No. 1
174
Properties=species:S:1:pos:R:3 method="wB97M-V/def2-TZVPD" total_energy_ha=-10237.49324 largest_force_ev_per_a=2.54 multiplicity=1 orbital_gap_ev=7.36
Cs -1.65693 0.83154 -0.75964
Ag 0.51221 -2.96457 0.92734
O 0.42643 -1.26700 -0.68410
C 1.48973 -0.43280 -0.32861
C 2.71197 -1.13007 0.36995
O 2.44026 -1.96916 1.42660
H 1.12221 0.29925 0.49656
H 1.84757 0.18561 -1.20117
H 3.34146 -0.30177 0.68104
H 3.26117 -1.68004 -0.42164
F 5.18117 -9.53338 4.29240
C 4.47745 -8.37192 4.11826
C 3.58648 -8.37095 3.06271
C 2.72081 -7.32889 2.91731
C 2.71766 -6.26449 3.79835
C 3.64411 -6.23932 4.87381
C 4.54592 -7.28393 4.98910
H 3.67588 -9.26889 2.38920
H 1.95437 -7.43044 2.12408
H 2.01975 -5.44126 3.76177
H 3.68558 -5.29276 5.46127
H 5.29546 -7.29063 5.72227
F 5.68336 7.56274 3.81679
C 4.37464 7.06831 3.99296
C 4.19309 6.01627 4.88261
C 2.91294 5.47819 4.89384
C 1.90799 5.96521 4.01579
C 2.15821 7.09693 3.26211
C 3.39435 7.65579 3.22945
H 5.00531 5.67564 5.54276
H 2.67952 4.67804 5.57724
H 0.94007 5.52141 4.19595
H 1.32054 7.45743 2.70791
H 3.65207 8.46182 2.58229
F 0.76006 -0.54783 -4.64484
C 2.01563 -0.76182 -5.08509
C 3.10294 -0.94011 -4.17025
C 4.34453 -1.24633 -4.63334
C 4.53177 -1.40079 -6.04645
C 3.46440 -1.24416 -6.88817
C 2.16881 -0.92325 -6.42653
H 2.82995 -0.95754 -3.11316
H 5.16202 -1.30796 -3.93847
H 5.53047 -1.56009 -6.41847
H 3.69728 -1.35220 -7.95030
H 1.40113 -0.73041 -7.13294
C -6.24958 -0.67216 -2.23722
C -6.27975 0.79166 -1.80837
N -5.31901 1.01124 -0.69015
C -5.77989 0.49646 0.56224
C -4.74158 0.60230 1.72729
C -4.93114 2.42625 -0.69870
C -5.97057 3.47682 -0.31600
H -6.07733 -1.34864 -1.36872
H -5.42289 -0.82099 -2.85804
H -7.08853 -0.91732 -2.89506
H -5.99393 1.46961 -2.65586
H -7.30488 1.09436 -1.46442
H -6.74675 0.93285 0.75977
H -5.83267 -0.60601 0.41703
H -3.78958 0.21479 1.39750
H -4.66077 1.64574 2.02376
H -5.00937 -0.06620 2.51891
H -4.55019 2.66560 -1.70015
H -4.05469 2.49542 0.01147
H -6.83039 3.37004 -1.00338
H -5.55613 4.49168 -0.42205
H -6.27341 3.34438 0.73204
C 0.74903 3.59619 -1.27368
C 0.61242 3.46134 0.24185
N -0.74667 3.43752 0.71610
C -0.86012 3.50356 2.13871
C -2.18829 3.03782 2.68235
C -1.63572 4.32656 -0.11533
C -1.27327 5.79772 0.08953
H 1.83834 3.61078 -1.45055
H 0.20708 4.48407 -1.60437
H 0.30565 2.75405 -1.80121
H 1.15481 2.53721 0.55965
H 1.15375 4.30416 0.69730
H -0.10819 2.88076 2.59084
H -0.55762 4.53077 2.53323
H -2.13113 3.07921 3.72789
H -3.07514 3.51593 2.30768
H -2.33446 2.05451 2.25572
H -2.65404 4.19838 0.17222
H -1.52132 3.96591 -1.13686
H -1.97291 6.45636 -0.40847
H -0.26865 6.01604 -0.29077
H -1.29860 6.08635 1.16643
C -1.92340 -5.02298 3.93254
C -0.94617 -4.32138 2.98227
N -1.34233 -4.12193 1.57305
C -2.66602 -3.39189 1.47006
C -3.02121 -2.95137 0.08420
C -1.47150 -5.38278 0.82764
C -0.13598 -6.03953 0.67322
H -2.88630 -4.44901 4.04075
H -1.47528 -5.30951 4.88942
H -2.24047 -5.98518 3.45691
H -0.72358 -3.35093 3.36090
H -0.02349 -4.83463 3.03376
H -3.42011 -4.08582 1.87362
H -2.50227 -2.47051 2.14573
H -3.82590 -2.20447 0.15683
H -2.20476 -2.55708 -0.49731
H -3.44384 -3.71451 -0.54600
H -1.86899 -5.20340 -0.17591
H -2.14128 -6.06931 1.39692
H 0.38101 -6.10370 1.59819
H 0.53725 -5.48859 0.01123
H -0.16549 -7.14374 0.31426
C -4.29727 5.40925 -3.30332
C -3.07182 5.02042 -4.12221
N -2.68358 3.58670 -4.04257
C -3.87729 2.72284 -4.30452
C -4.18889 2.45726 -5.76890
C -1.56157 3.41289 -4.91637
C -0.91645 2.02661 -4.85907
H -4.32728 6.46736 -3.27139
H -4.39046 5.00002 -2.30317
H -5.26084 5.10951 -3.79563
H -3.26638 5.24790 -5.18324
H -2.15972 5.55624 -3.85096
H -3.68096 1.80832 -3.76383
H -4.71178 3.25296 -3.89435
H -5.15533 1.91371 -5.78786
H -4.25125 3.35988 -6.28233
H -3.46192 1.82094 -6.26031
H -0.87475 4.22699 -4.67495
H -1.81729 3.53841 -6.03308
H -1.49071 1.34876 -5.47106
H -0.96429 1.56965 -3.89914
H 0.08587 2.01032 -5.27062
C -1.61082 -0.02489 4.51683
Cl -2.09982 -1.60341 5.18676
Cl -0.96527 -0.16438 2.91291
H -2.49353 0.64971 4.49099
H -0.84752 0.42396 5.20082
C 2.59677 0.47110 4.49169
Cl 1.37265 1.77660 4.80127
Cl 4.18743 1.11898 4.32059
H 2.58384 -0.18656 5.37203
H 2.22128 -0.05979 3.62421
C -0.84943 -2.42401 -3.17192
Cl -2.23952 -1.36871 -3.19117
Cl -1.01425 -4.09476 -2.63946
H -0.48290 -2.47001 -4.19236
H -0.09434 -1.98807 -2.44530
C 4.46637 -4.31341 0.53799
Cl 4.10581 -4.86037 -1.12104
Cl 6.11553 -3.72297 0.81207
H 3.77410 -3.55085 0.79013
H 4.30647 -5.17946 1.16303
C 4.21725 2.26638 -1.36046
Cl 4.17025 3.71593 -2.35920
Cl 4.09277 2.63965 0.35039
H 3.40386 1.61651 -1.67219
H 5.13576 1.66984 -1.43466
C 3.63677 -4.74845 -4.75283
Cl 4.30085 -5.87679 -5.92941
Cl 2.04528 -5.16844 -4.09533
H 4.31342 -4.62581 -3.92109
H 3.46528 -3.74742 -5.17633
C 3.41549 -2.80394 3.94508
Cl 1.87866 -2.84425 4.94000
Cl 4.84979 -2.49341 4.90884
H 3.50976 -3.78970 3.49850
H 3.29505 -2.03626 3.14612
C 5.80186 -0.34995 1.78590
Cl 6.50952 -0.10924 0.17832
Cl 7.09560 -0.45903 2.95839
H 5.26766 0.52407 2.06324
H 5.23268 -1.32557 1.82453

***

No. 2
175
Properties=species:S:1:pos:R:3 method="wB97M-V/def2-TZVPD" total_energy_ha=-3981.59201 largest_force_ev_per_a=4.84 multiplicity=1 smiles="C=CC[C@@H](N(N)P(C)O)[C@@](CCCCCCCCCCCCOC)(C[C@@H](C)I)OCC(F)(F)C(F)F.C1CCOC1.C1CCOC1.C1CCOC1.C1CCOC1.C1CCOC1.C1CCOC1.C1CCOC1" orbital_gap_ev=8.41
C -0.00164 -1.53395 2.20100
C 1.28433 -1.65793 1.46197
C 1.40229 -1.97856 -0.17611
C 2.25729 -0.73875 -0.81168
N 3.45759 -1.13359 -1.63320
N 3.30316 -2.30342 -2.34140
P 5.00041 -0.99593 -0.77069
C 5.50563 -2.58697 0.15214
O 6.20919 -0.81645 -2.05926
C 1.33388 0.28459 -1.77840
C 0.29197 1.00369 -0.74528
C -0.97759 1.78673 -1.40592
C -2.11738 1.94624 -0.19077
C -2.00168 3.40086 0.56427
C -1.57684 3.14105 2.13705
C -0.01402 3.62287 2.29843
C 0.01168 4.74715 3.51270
C 1.59114 5.00844 3.87141
C 2.47066 5.70091 2.67366
C 2.28184 7.33635 2.61192
C 3.64664 8.13763 3.11565
C 4.67693 8.43481 1.86878
O 6.02156 7.88438 2.21033
C 6.77060 7.76653 0.93973
C 2.50185 1.31717 -2.38352
C 1.96304 2.82054 -2.72923
C 2.24277 3.88690 -1.47636
I 3.28994 3.55178 -4.37038
O 0.76430 -0.63287 -2.75099
C 0.23716 -0.07577 -3.96318
C 0.72976 -1.05534 -5.22664
F -0.38786 -0.97138 -6.23452
F 0.87370 -2.44291 -4.67840
C 2.07407 -0.48507 -5.97122
F 3.35104 -0.81111 -5.24139
F 2.18403 -1.21525 -7.28329
H 0.06854 -1.08772 3.30474
H -1.05317 -1.86348 1.79823
H 2.30676 -1.52496 2.05736
H 0.29799 -2.05814 -0.60344
H 1.90418 -3.03233 -0.24034
H 2.65197 -0.02088 0.05662
H 3.54462 -3.14549 -1.77331
H 3.88718 -2.33308 -3.21458
H 6.34579 -3.11700 -0.49333
H 4.62588 -3.29298 0.46249
H 6.04627 -2.23609 1.15653
H 5.83523 -1.18666 -2.92816
H 0.92138 1.82525 -0.14810
H -0.15114 0.29843 0.09335
H -0.72898 2.91490 -1.70918
H -1.53566 1.22513 -2.26627
H -2.16070 1.01974 0.52127
H -3.16403 1.96177 -0.76564
H -1.30807 4.16280 -0.00042
H -3.08993 3.89085 0.55201
H -1.59592 1.98062 2.39762
H -2.32722 3.67127 2.86334
H 0.41078 4.15321 1.34344
H 0.67714 2.69043 2.50193
H -0.53253 4.24082 4.44137
H -0.54199 5.73872 3.20674
H 2.06847 3.93300 4.06325
H 1.62148 5.60058 4.88649
H 3.61693 5.45145 2.88646
H 2.25238 5.29614 1.59609
H 1.36616 7.68167 3.28431
H 2.06207 7.67884 1.50802
H 4.17542 7.50743 3.94943
H 3.31962 9.16308 3.58483
H 4.29872 8.03088 0.83399
H 4.73899 9.62309 1.77276
H 7.92208 7.58751 1.08267
H 6.34058 6.85189 0.30599
H 6.59406 8.72772 0.26827
H 3.02238 0.89347 -3.34928
H 3.38426 1.48288 -1.59521
H 0.88419 2.89126 -3.16821
H 2.57506 3.21510 -0.54901
H 1.23590 4.40278 -1.13615
H 3.11604 4.63500 -1.69540
H 0.43699 1.03842 -4.21408
H -0.95021 -0.20647 -3.94415
H 2.01766 0.66548 -6.24634
C 6.01375 13.15048 3.97437
C 5.11212 13.70332 2.90098
C 3.96142 12.72084 2.91675
O 3.85121 12.23058 4.26012
C 5.01774 12.63509 4.99005
H 6.70452 13.88789 4.39097
H 6.60231 12.31741 3.57197
H 4.75714 14.69913 3.19155
H 5.59144 13.78333 1.92202
H 4.16090 11.86453 2.26383
H 3.01541 13.17832 2.61303
H 4.71800 13.42483 5.68753
H 5.40431 11.78947 5.56554
C -5.15796 -1.20034 3.00050
C -4.87966 -0.10226 3.99423
C -3.37856 -0.19738 4.15939
O -2.85197 -0.67199 2.91256
C -3.94302 -1.12921 2.10153
H -6.09798 -1.07388 2.45750
H -5.18605 -2.16821 3.51506
H -5.14690 0.86799 3.55916
H -5.42063 -0.21485 4.93719
H -3.10908 -0.92325 4.93390
H -2.92249 0.76494 4.40920
H -4.08804 -0.40135 1.29578
H -3.69225 -2.09636 1.65720
C 10.17638 -3.83468 1.37561
C 9.33326 -4.82174 2.14085
C 8.39461 -3.91239 2.90351
O 8.20586 -2.74007 2.09904
C 9.17199 -2.75433 1.03902
H 10.65727 -4.26011 0.49118
H 10.95739 -3.42841 2.02930
H 8.76365 -5.44409 1.44062
H 9.91128 -5.48171 2.79265
H 8.83339 -3.59692 3.85605
H 7.42688 -4.38142 3.10344
H 8.64228 -2.98170 0.10750
H 9.63255 -1.76690 0.94651
C -2.77349 -5.04820 -6.09004
C -1.79970 -4.17149 -5.34583
C -2.39722 -4.14307 -3.95594
O -3.07159 -5.39477 -3.76722
C -3.15813 -6.06141 -5.03423
H -2.35357 -5.50737 -6.98855
H -3.65232 -4.46146 -6.38280
H -0.81429 -4.65143 -5.31911
H -1.68332 -3.17555 -5.78067
H -3.14085 -3.34494 -3.85920
H -1.64066 -4.01138 -3.17701
H -2.45652 -6.90253 -5.01759
H -4.16910 -6.45301 -5.17662
C -8.21144 -3.36091 -0.76064
C -7.10003 -4.32845 -1.07588
C -5.90909 -3.40643 -1.22146
O -6.14089 -2.28726 -0.35493
C -7.50284 -2.33184 0.09268
H -9.06390 -3.82058 -0.25419
H -8.57172 -2.89531 -1.68572
H -6.94652 -5.00592 -0.22762
H -7.28299 -4.93314 -1.96772
H -5.82441 -3.02500 -2.24455
H -4.96718 -3.89243 -0.95117
H -7.49810 -2.62690 1.14764
H -7.95081 -1.33774 0.01036
C -12.32422 -6.79111 -0.21828
C -11.62208 -7.47764 0.92470
C -10.25536 -6.82904 0.89240
O -10.43860 -5.49695 0.39332
C -11.76796 -5.38658 -0.13380
H -13.41436 -6.82282 -0.14713
H -12.02834 -7.25386 -1.16731
H -12.12719 -7.23788 1.86781
H -11.58062 -8.56531 0.82587
H -9.58258 -7.35357 0.20567
H -9.78597 -6.79098 1.87966
H -12.35153 -4.76995 0.55848
H -11.73884 -4.88729 -1.10620
C -1.44891 -8.86197 -2.72527
C -0.17167 -8.06644 -2.80600
C -0.36615 -7.04272 -1.70881
O -1.18131 -7.66029 -0.70319
C -1.71780 -8.87892 -1.23642
H -1.37087 -9.86351 -3.15576
H -2.25297 -8.32673 -3.24426
H 0.68248 -8.71135 -2.56810
H 0.00368 -7.61411 -3.78537
H -0.90121 -6.16131 -2.07785
H 0.57994 -6.71695 -1.26694
H -1.20041 -9.71274 -0.74952
H -2.78399 -8.94572 -1.00303